[1]
Entry from the Open Molecules 2025 dataset: a 2-piece molecular cluster, C3H12N2OS overall (ωB97M-V with the def2-TZVPD basis set).

Computed properties:
**LUMO energy**: 0.0148 Eh
**Energy relative to the best compared isomer or geometry (same formula, charge and spin)**: 0.516 eV
**E_HOMO**: -9.10 eV
**2S+1**: 1
**SMILES**: NC[C@@H](N)CS.O
**Orbital gap**: 9.506 eV

Last column: Mulliken charge in e.
Element x y z (Å)
1 N -0.988 -0.352 -0.670  -0.600
2 C -0.164 0.526 0.169  -0.864
3 C 1.216 -0.087 0.416  0.450
4 N 1.814 -0.327 -0.905  -0.755
5 C 2.079 0.883 1.190  -0.794
6 S 3.666 0.174 1.723  -0.221
7 H -1.473 -1.021 -0.102  0.224
8 H -1.703 0.210 -1.122  0.206
9 H -0.153 1.554 -0.185  0.495
10 H -0.601 0.536 1.171  0.328
11 H 0.999 -1.051 0.900  0.159
12 H 2.551 -1.016 -0.888  0.234
13 H 1.128 -0.703 -1.543  0.276
14 H 2.099 1.852 0.688  0.403
15 H 1.540 1.162 2.112  0.339
16 H 4.059 -0.007 0.454  0.123
17 O -5.617 -0.535 -1.333  -0.635
18 H -5.654 -1.491 -1.206  0.321
19 H -4.798 -0.309 -0.871  0.312


[2]
Entry from the Open Molecules 2025 dataset: a 2-piece molecular cluster, C3H12N2OS overall (ωB97M-V with the def2-TZVPD basis set).

Computed properties:
**LUMO energy (spin up / spin down)**: -0.1508 / -0.3334 Eh
**Energy relative to the best compared isomer or geometry (same formula, charge and spin)**: 1.279 eV
**E_HOMO (spin up / spin down)**: -13.11 / -13.07 eV
**2S+1**: 2
**Total charge**: +1
**Orbital gap (spin up / spin down)**: 9.008 / 3.996 eV
**Expectation value of S²**: 0.75

Last column: Mulliken charge in e.
Element x y z (Å)
1 C 0.182 0.305 0.249  -0.593
2 C -0.456 0.374 1.718  -0.560
3 S -1.794 1.620 1.803  0.278
4 N 1.130 -0.795 0.347  -0.405
5 C 2.459 -0.348 -0.193  -0.474
6 N 2.442 -0.178 -1.647  -0.573
7 H -0.764 0.111 -0.249  0.357
8 H 0.633 1.273 0.034  0.385
9 H 0.224 0.641 2.524  0.424
10 H -0.902 -0.607 1.929  0.432
11 H -2.024 1.500 0.475  0.254
12 H 0.944 -1.420 -0.442  0.269
13 H 2.738 0.601 0.259  0.368
14 H 3.159 -1.127 0.103  0.392
15 H 2.044 0.690 -1.983  0.203
16 H 3.411 -0.294 -1.927  0.238
17 H -4.701 -1.515 -0.855  0.337
18 H -3.911 -0.279 -1.137  0.290
19 O -4.816 -0.552 -1.007  -0.621


M, record by record: 124.209 124.209 g/mol